The following is a DFT calculation (wB97M-V/def2-TZVPD) of 7 unconnected molecules or ions with the total composition C15H44N2O7 in a non-equilibrium geometry.

Last columns: bonded neighbours and bond lengths (Å).
Atoms and positions in Å:
1 O -0.49527 1.44724 -0.64062  C12 1.266, H39 0.984
2 O 1.16137 -2.87386 0.76345  C13 1.355
3 O 1.97480 3.75656 -2.08141  C23 1.264, H65 0.975
4 O -1.99129 0.94792 -4.67713  C15 1.213, H52 0.953
5 O 1.55375 0.00197 4.49308  C16 1.396, H29 0.988
6 O -3.27644 -4.34269 2.90047  C19 1.207, H45 0.929
7 O 3.98155 3.12009 2.44270  C18 1.386, H30 0.987
8 N 1.14809 -0.58172 -0.02466  C13 1.349, H38 1.038, H54 1.015
9 N -0.55746 -1.98422 -0.43971  C13 1.312, H33 0.997, H40 0.957
10 C 0.14436 0.57266 -5.52832  C15 1.517, H47 1.068, H50 1.062, H56 1.067
11 C 2.78252 2.08138 -0.66701  C23 1.469, H55 1.083, H58 1.096, H60 1.120
12 C -1.68117 1.48645 -0.19913  O1 1.266, C17 1.529, C20 1.499, H63 1.189
13 C 0.61895 -1.81450 0.11537  O2 1.355, N8 1.349, N9 1.312
14 C -1.86017 -4.11631 4.43994  C19 1.515, H31 1.059, H59 1.058, H64 1.094
15 C -1.14021 0.10470 -4.86978  O4 1.213, C10 1.517, C21 1.516, H61 1.106
16 C 0.71097 -0.79850 3.71938  O5 1.396, H26 1.105, H62 1.128, H68 1.139
17 C -1.78186 1.06489 1.26665  C12 1.529, H41 1.135, H53 1.072, H66 1.063
18 C 3.22321 1.97148 2.60309  O7 1.386, H27 1.126, H43 1.040, H44 1.073
19 C -2.21990 -3.77039 3.00964  O6 1.207, C14 1.515, C22 1.529, H36 1.110
20 C -2.63710 0.66336 -1.00840  C12 1.499, H25 1.064, H34 1.107, H35 1.046
21 C -0.86983 -0.82771 -3.70594  C15 1.516, H28 1.134, H48 1.093, H51 1.049
22 C -2.25702 -2.28255 2.66133  C19 1.529, H42 1.086, H49 1.061, H67 1.082
23 C 2.70279 2.72798 -1.98381  O3 1.264, C11 1.469, C24 1.439, H57 1.140
24 C 2.23238 1.82664 -3.00173  C23 1.439, H32 1.077, H37 1.069, H46 1.068
25 H -2.56598 0.75481 -2.06636  C20 1.064
26 H 0.22639 -0.09677 3.01662  C16 1.105
27 H 3.32881 1.31077 1.69754  C18 1.126
28 H -0.60543 -0.24410 -2.77026  C21 1.134
29 H 1.02547 0.67234 4.99162  O5 0.988
30 H 3.88213 3.71184 3.22640  O7 0.987
31 H -2.71144 -3.98844 5.05662  C14 1.059
32 H 1.40665 1.17097 -2.78092  C24 1.077
33 H -1.00303 -2.84945 -0.22130  N9 0.997
34 H -3.61980 1.07455 -0.70752  C20 1.107
35 H -2.51998 -0.31483 -0.65673  C20 1.046
36 H -1.44318 -4.15128 2.31394  C19 1.110
37 H 2.99712 1.11304 -3.22068  C24 1.069
38 H 2.03394 -0.52921 0.51365  N8 1.038
39 H -0.59337 1.86069 -1.52806  O1 0.984
40 H -1.11062 -1.36324 -0.91347  N9 0.957
41 H -1.41562 0.00882 1.46264  C17 1.135
42 H -2.84477 -2.08170 1.77014  C22 1.086
43 H 2.20732 2.19384 2.63377  C18 1.040
44 H 3.48730 1.45592 3.50616  C18 1.073
45 H -3.39417 -4.65065 2.03224  O6 0.929
46 H 1.83583 2.25041 -3.89885  C24 1.068
47 H 0.13950 1.63998 -5.56434  C10 1.068
48 H -1.82481 -1.25782 -3.39179  C21 1.093
49 H -2.81845 -1.81905 3.43264  C22 1.061
50 H 0.99783 0.12461 -5.08209  C10 1.062
51 H -0.13010 -1.54234 -3.91163  C21 1.049
52 H -1.61801 1.67436 -4.18678  O4 0.953
53 H -2.75298 1.25627 1.67958  C17 1.072
54 H 0.49772 0.17381 -0.21774  N8 1.015
55 H 1.80268 1.74151 -0.35365  C11 1.083
56 H 0.10003 0.27352 -6.55109  C10 1.067
57 H 3.73960 3.11500 -2.25594  C23 1.140
58 H 3.17026 2.89459 -0.04361  C11 1.096
59 H -1.06637 -3.50985 4.78754  C14 1.058
60 H 3.45579 1.18780 -0.62331  C11 1.120
61 H -1.68596 -0.51642 -5.60426  C15 1.106
62 H 1.46137 -1.51898 3.28298  C16 1.128
63 H -2.06043 2.61287 -0.19181  C12 1.189
64 H -1.49875 -5.14207 4.56179  C14 1.094
65 H 2.34598 4.55069 -1.65548  O3 0.975
66 H -1.06577 1.60692 1.83590  C17 1.063
67 H -1.24538 -1.90499 2.58957  C22 1.082
68 H -0.01436 -1.32956 4.41892  C16 1.139

## Properties
- HOMO level: -0.3383 Eh
- Kohn-Sham gap: 9.4 eV
- Spin multiplicity: 1
- Relative energy (zero: lowest compared OMol25 entry of this formula, charge and spin): 146.3 kcal/mol
- Structure (SMILES): NC(N)=O.CC(C)O.CC(C)O.CC(C)O.CC(C)O.CO.CO